Record 1
{"formula": "C24H45BrCrN5O6Si3", "method": "ωB97M-V with the def2-TZVPD basis set", "species": ["Cr", "O", "C", "C", "C", "N", "C", "Br", "C", "H", "H", "H", "H", "C", "O", "C", "O", "N", "N", "H", "H", "H", "H", "H", "H", "C", "O", "Si", "C", "C", "C", "Si", "C", "C", "C", "Si", "C", "C", "C", "H", "H", "H", "H", "H", "H", "H", "H", "H", "H", "H", "H", "H", "H", "H", "H", "H", "H", "H", "H", "H", "H", "H", "H", "H", "H", "H", "O", "C", "N", "C", "O", "C", "C", "C", "C", "N", "C", "H", "H", "H", "H", "H", "H", "H", "H"], "coordinates": [[-0.35, 0.06, 0.21], [-3.63, 2.19, 4.99], [-2.92, 1.79, 3.95], [-1.70, 2.35, 3.56], [-1.07, 1.83, 2.46], [-1.55, 0.80, 1.73], [-2.74, 0.30, 2.11], [-3.51, -1.05, 1.04], [-3.45, 0.74, 3.19], [-3.22, 2.94, 5.44], [-1.26, 3.18, 4.09], [-0.13, 2.26, 2.13], [-4.40, 0.31, 3.45], [-0.61, -3.41, 3.33], [-0.81, -3.95, 2.01], [-0.74, -3.11, 0.99], [-0.47, -1.91, 1.14], [-0.98, -3.74, -0.17], [-1.04, -3.02, -1.36], [-0.86, -4.22, 4.01], [-1.27, -2.57, 3.49], [0.43, -3.12, 3.46], [-1.24, -4.72, -0.12], [-1.97, -3.09, -1.76], [-0.38, -3.41, -2.02], [1.84, -1.54, -1.53], [0.87, -0.49, -1.33], [0.69, 0.92, -2.32], [0.29, 0.30, -4.01], [2.31, 1.80, -2.42], [-0.62, 1.60, -1.17], [-0.32, 3.44, -0.70], [1.16, 3.67, 0.44], [-1.77, 4.25, 0.15], [-0.03, 4.47, -2.22], [-2.37, 1.40, -1.94], [-3.76, 1.94, -0.81], [-2.69, -0.40, -2.36], [-2.47, 2.36, -3.55], [2.85, -1.15, -1.47], [1.69, -1.98, -2.51], [1.69, -2.29, -0.76], [1.22, 0.26, -4.59], [-0.39, 0.97, -4.54], [-0.16, -0.69, -4.00], [3.12, 1.08, -2.59], [2.57, 2.40, -1.54], [2.29, 2.46, -3.28], [1.59, 2.76, 0.84], [0.87, 4.30, 1.29], [1.96, 4.20, -0.08], [-2.22, 3.67, 0.96], [-2.56, 4.48, -0.57], [-1.42, 5.20, 0.57], [0.65, 4.00, -2.95], [0.43, 5.42, -1.92], [-0.96, 4.70, -2.73], [-3.49, 1.95, 0.25], [-4.61, 1.26, -0.94], [-4.10, 2.94, -1.07], [-2.46, -1.08, -1.54], [-2.14, -0.73, -3.24], [-3.76, -0.50, -2.58], [-3.21, 3.17, -3.46], [-2.81, 1.69, -4.35], [-1.53, 2.81, -3.86], [6.48, -0.19, -1.56], [6.96, 0.34, -0.34], [5.93, 0.14, 0.65], [4.89, 1.00, 0.74], [4.83, 2.09, 0.22], [3.69, 0.51, 1.52], [3.69, 0.12, 2.85], [2.49, -0.24, 3.44], [1.33, -0.20, 2.69], [1.33, 0.19, 1.40], [2.50, 0.54, 0.85], [7.08, 0.06, -2.27], [7.15, 1.41, -0.41], [7.86, -0.17, 0.00], [5.80, -0.80, 0.99], [4.62, 0.09, 3.42], [2.44, -0.53, 4.48], [0.38, -0.47, 3.12], [2.47, 0.88, -0.18]], "mulliken_spin": [3.16, 0.00, 0.01, 0.01, 0.09, -0.11, 0.01, 0.00, -0.01, 0.00, 0.00, -0.02, 0.00, 0.00, 0.00, 0.02, 0.02, 0.00, 0.00, 0.00, 0.00, 0.00, 0.00, 0.00, 0.00, 0.01, -0.06, 0.00, 0.00, 0.01, -0.12, 0.04, 0.01, 0.00, -0.01, -0.02, 0.01, -0.01, -0.02, 0.00, 0.00, 0.00, 0.00, 0.00, 0.00, 0.00, 0.00, 0.00, 0.00, 0.00, 0.00, 0.00, 0.00, 0.00, 0.00, 0.00, 0.00, 0.00, 0.00, 0.00, 0.00, 0.00, 0.00, 0.00, 0.00, 0.00, 0.00, 0.00, 0.00, 0.00, 0.00, -0.01, 0.01, 0.00, 0.04, -0.15, 0.09, 0.00, 0.00, 0.00, 0.00, 0.00, 0.00, 0.00, -0.01], "total_energy_ha": -6153.3990, "homo_lumo_gap_ha": [0.2913, 0.3127], "total_charge": 2, "spin_multiplicity": 4}

Record 2
{"formula": "C24H45BrEuP2", "method": "ωB97M-V with the def2-TZVPD basis set", "species": ["Eu", "C", "C", "C", "C", "C", "C", "H", "H", "H", "C", "H", "H", "H", "C", "H", "H", "H", "C", "H", "H", "H", "C", "H", "H", "H", "C", "C", "C", "C", "C", "C", "C", "C", "H", "H", "H", "H", "H", "H", "H", "H", "H", "H", "H", "H", "P", "C", "H", "H", "H", "C", "H", "H", "H", "C", "H", "H", "H", "P", "C", "H", "H", "H", "C", "H", "H", "H", "C", "H", "H", "H", "Br"], "coordinates": [[-0.21, 0.23, -1.65], [1.40, -3.33, -0.15], [0.41, -3.41, 0.87], [-0.63, -2.82, -1.10], [0.76, -2.98, -1.36], [-0.84, -3.05, 0.29], [2.85, -3.55, 0.02], [3.25, -2.94, 0.84], [3.40, -3.31, -0.89], [3.06, -4.60, 0.27], [1.39, -2.74, -2.68], [2.44, -3.05, -2.67], [1.38, -1.67, -2.95], [0.88, -3.28, -3.49], [-1.68, -2.56, -2.12], [-1.28, -2.69, -3.14], [-2.12, -1.54, -2.03], [-2.53, -3.25, -1.98], [-2.15, -2.99, 0.97], [-2.27, -3.81, 1.69], [-2.98, -3.07, 0.25], [-2.32, -2.05, 1.52], [0.63, -3.91, 2.24], [0.76, -5.00, 2.21], [-0.22, -3.68, 2.89], [1.53, -3.48, 2.69], [1.13, 3.13, 2.40], [1.78, 2.33, 3.25], [1.46, 2.12, 4.70], [-0.05, 2.20, 5.09], [-1.04, 1.49, 4.19], [-1.59, 1.94, 3.05], [-1.41, 3.31, 2.48], [-0.05, 3.99, 2.75], [2.00, 2.86, 5.30], [-0.33, 3.25, 5.26], [1.82, 1.12, 5.00], [-0.01, 4.38, 3.77], [1.47, 3.22, 1.37], [2.68, 1.79, 2.90], [-0.01, 4.86, 2.09], [-1.58, 3.22, 1.40], [-2.27, 1.28, 2.50], [-2.19, 3.99, 2.84], [-0.12, 1.65, 6.04], [-1.35, 0.50, 4.57], [2.61, 0.74, -2.17], [3.77, -0.33, -3.14], [4.62, 0.27, -3.50], [3.26, -0.78, -4.00], [4.15, -1.14, -2.49], [2.49, 2.15, -3.35], [3.51, 2.50, -3.60], [1.92, 2.97, -2.88], [1.97, 1.83, -4.26], [3.92, 1.42, -1.06], [4.70, 1.91, -1.67], [4.36, 0.61, -0.47], [3.48, 2.15, -0.37], [-3.02, 0.74, -1.96], [-4.41, -0.32, -1.35], [-5.38, 0.06, -1.71], [-4.42, -0.31, -0.25], [-4.29, -1.36, -1.68], [-3.80, 2.37, -1.60], [-4.77, 2.45, -2.12], [-3.14, 3.18, -1.94], [-3.95, 2.47, -0.52], [-3.42, 0.60, -3.76], [-4.42, 1.03, -3.95], [-3.42, -0.46, -4.07], [-2.67, 1.13, -4.35], [1.12, 0.05, 0.72]], "mulliken_spin": [5.03, 0.24, 0.04, 0.21, 0.23, 0.12, -0.02, 0.02, 0.00, 0.02, 0.00, -0.01, 0.03, 0.02, 0.01, 0.00, -0.01, 0.00, -0.03, 0.02, 0.00, 0.04, 0.03, 0.00, 0.00, 0.00, 0.00, 0.00, 0.00, 0.00, 0.00, 0.00, 0.00, 0.00, 0.00, 0.00, 0.00, 0.00, 0.00, 0.00, 0.00, 0.00, 0.00, 0.00, 0.00, 0.00, -0.01, 0.00, 0.00, 0.00, 0.00, 0.00, 0.00, 0.00, 0.00, 0.00, 0.00, 0.00, 0.00, 0.02, 0.00, 0.00, 0.00, 0.00, 0.00, 0.00, 0.00, 0.00, 0.00, 0.00, 0.00, 0.00, 0.00], "total_energy_ha": -4908.1854, "homo_lumo_gap_ha": [0.2520, 0.2166], "total_charge": 1, "spin_multiplicity": 7}

Record 3
{"formula": "C24H45BrLuP2", "method": "ωB97M-V with the def2-TZVPD basis set", "species": ["Lu", "C", "C", "C", "C", "C", "C", "H", "H", "H", "C", "H", "H", "H", "C", "H", "H", "H", "C", "H", "H", "H", "C", "H", "H", "H", "C", "C", "C", "C", "C", "C", "C", "C", "H", "H", "H", "H", "H", "H", "H", "H", "H", "H", "H", "H", "P", "C", "H", "H", "H", "C", "H", "H", "H", "C", "H", "H", "H", "P", "C", "H", "H", "H", "C", "H", "H", "H", "C", "H", "H", "H", "Br"], "coordinates": [[0.91, 1.80, -1.29], [1.10, 3.95, 0.52], [0.98, 3.02, 1.59], [2.65, 2.27, 0.19], [2.17, 3.54, -0.32], [1.84, 1.93, 1.33], [0.33, 5.22, 0.41], [-0.72, 5.03, 0.14], [0.77, 5.87, -0.36], [0.35, 5.76, 1.37], [2.63, 4.19, -1.58], [2.44, 5.26, -1.51], [2.12, 3.83, -2.51], [3.71, 4.05, -1.73], [3.38, 1.27, -0.64], [4.03, 1.75, -1.38], [2.71, 0.50, -1.19], [4.01, 0.68, 0.04], [1.96, 0.70, 2.15], [2.02, 0.95, 3.22], [2.87, 0.14, 1.90], [1.10, 0.01, 2.01], [0.18, 3.24, 2.81], [0.68, 3.97, 3.47], [0.07, 2.32, 3.39], [-0.81, 3.64, 2.59], [-2.27, -2.08, -1.87], [-3.15, -1.51, -1.04], [-3.71, -2.03, 0.25], [-2.89, -3.15, 0.92], [-1.47, -2.84, 1.28], [-0.37, -2.91, 0.52], [-0.26, -3.37, -0.91], [-1.59, -3.41, -1.73], [-4.73, -2.41, 0.07], [-2.93, -4.03, 0.28], [-3.82, -1.18, 0.94], [-2.24, -4.24, -1.42], [-1.99, -1.54, -2.78], [-3.52, -0.51, -1.31], [-1.27, -3.66, -2.75], [0.45, -2.71, -1.44], [0.60, -2.67, 0.96], [0.18, -4.38, -0.92], [-3.42, -3.40, 1.85], [-1.35, -2.53, 2.32], [-0.39, 2.76, -3.42], [-0.17, 4.51, -3.92], [-0.70, 4.72, -4.86], [0.89, 4.76, -4.04], [-0.59, 5.15, -3.13], [0.34, 1.78, -4.80], [-0.11, 2.05, -5.76], [0.17, 0.70, -4.61], [1.43, 1.95, -4.85], [-2.18, 2.53, -3.70], [-2.48, 2.85, -4.71], [-2.74, 3.13, -2.97], [-2.47, 1.48, -3.56], [4.35, -1.40, -1.12], [5.48, -1.88, 0.27], [6.23, -2.59, -0.09], [4.89, -2.36, 1.07], [5.98, -1.00, 0.69], [4.13, -3.08, -1.83], [5.11, -3.56, -1.94], [3.65, -2.99, -2.81], [3.49, -3.67, -1.16], [5.66, -0.78, -2.25], [6.41, -1.57, -2.42], [6.16, 0.10, -1.82], [5.20, -0.50, -3.21], [-1.28, 1.03, -0.22]], "lowdin_charge": [1.17, -0.27, -0.26, -0.37, -0.39, -0.27, -0.03, 0.09, 0.07, 0.10, -0.06, 0.09, 0.03, 0.10, -0.19, 0.09, 0.00, 0.04, -0.03, 0.10, 0.08, 0.08, -0.03, 0.10, 0.08, 0.09, -0.14, -0.20, -0.18, -0.20, -0.10, -0.13, -0.19, -0.20, 0.12, 0.09, 0.11, 0.11, 0.09, 0.07, 0.10, 0.10, 0.09, 0.12, 0.11, 0.10, 0.69, -0.26, 0.06, 0.04, 0.05, -0.27, 0.06, 0.05, 0.04, -0.27, 0.06, 0.06, 0.04, 0.79, -0.29, 0.04, 0.04, 0.04, -0.32, 0.04, 0.04, 0.04, -0.30, 0.04, 0.04, 0.04, 0.12], "total_energy_ha": -5433.5101, "homo_lumo_gap_ha": 0.2589, "total_charge": 1}